{
  "formula": "C6H8N4",
  "method": "ωB97M-V with the def2-TZVPD basis set",
  "species": ["C", "C", "C", "C", "C", "C", "N", "N", "N", "N", "H", "H", "H", "H", "H", "H", "H", "H"],
  "coordinates": [[1.674, -0.013, -0.678], [-0.465, -1.140, -0.463], [-0.910, -0.141, 0.471], [1.438, 1.023, 0.449], [-0.151, 1.217, 0.615], [-2.317, -0.252, 1.041], [2.710, -0.311, -1.458], [2.332, -1.174, -2.406], [1.195, -1.595, -2.124], [0.745, -0.893, -1.076], [-0.936, -2.019, -0.799], [1.785, 0.669, 1.342], [2.028, 1.883, 0.161], [-0.534, 1.921, -0.044], [-0.350, 1.661, 1.642], [-3.071, 0.026, 0.133], [-2.505, 0.410, 1.872], [-2.668, -1.273, 1.321]],
  "forces_ev_per_angstrom": [[0.8, -1.0, -0.4], [-1.2, 4.5, 3.6], [0.5, -2.5, -2.8], [-2.1, -0.6, -3.3], [1.6, -2.0, 2.3], [-1.5, -0.3, -2.5], [1.3, 3.2, 0.4], [1.5, -0.1, 1.1], [-2.7, -1.0, -0.4], [-0.1, 0.1, 0.1], [-0.8, -0.8, 0.1], [1.1, -1.1, 2.3], [-0.3, 0.5, 0.1], [-0.7, 1.2, -1.6], [0.3, -0.7, -1.1], [1.5, -0.3, 2.2], [0.0, 0.3, 0.1], [0.7, 0.6, -0.1]],
  "lumo_ev": 0.35,
  "e_above_lowest_kcal_mol": 62.25,
  "multiplicity": 1,
  "gap_ha": 0.3398,
  "smiles": "CC1=Cn2nnnc2CC1",
  "e_homo_ev": -8.892
}

{
  "formula": "C6H8N4O2",
  "method": "ωB97M-V with the def2-TZVPD basis set",
  "species": ["C", "C", "C", "C", "C", "C", "H", "H", "H", "H", "H", "H", "H", "H", "N", "N", "N", "N", "O", "O"],
  "coordinates": [[-2.918, -2.504, -0.753], [-1.208, -1.038, -2.101], [1.197, 1.516, 0.990], [2.704, 1.419, 1.126], [3.251, 2.262, 2.195], [3.687, 2.958, 3.074], [-3.976, -0.706, -0.675], [-3.671, -3.020, -0.193], [-0.160, -2.845, -2.178], [-0.450, -0.509, -2.668], [-0.175, 0.757, -0.108], [0.954, 2.570, 0.814], [0.758, 1.247, 1.959], [4.085, 3.573, 3.847], [-3.147, -1.182, -0.996], [-1.893, -3.165, -1.132], [-0.981, -2.360, -1.859], [-2.233, -0.376, -1.723], [0.773, 0.679, -0.052], [3.403, 0.724, 0.432]],
  "forces_ev_per_angstrom": [[0.5, 0.1, -0.3], [0.1, -0.2, 0.0], [0.2, -0.2, -0.1], [0.2, -0.1, -0.1], [0.2, 0.2, 0.2], [-0.2, -0.2, -0.3], [0.3, -0.2, -0.1], [-0.3, -0.2, 0.2], [-0.2, 0.2, 0.1], [0.0, 0.0, 0.1], [-0.6, -0.1, -0.2], [0.0, 0.1, 0.0], [0.0, 0.0, 0.0], [0.0, 0.0, 0.0], [-0.3, 0.1, 0.2], [-0.3, 0.2, 0.1], [0.1, 0.1, -0.2], [0.2, 0.0, 0.1], [0.4, 0.1, 0.2], [-0.3, 0.3, 0.3]],
  "lumo_ev": 0.41,
  "e_above_lowest_kcal_mol": 132.22,
  "multiplicity": 1,
  "gap_ha": 0.2843,
  "smiles": "C#CC(=O)CO.C1=NNC=NN1",
  "e_homo_ev": -7.327
}

{
  "formula": "C6H8NO2S",
  "method": "ωB97M-V with the def2-TZVPD basis set",
  "species": ["C", "C", "C", "C", "C", "C", "N", "O", "O", "S", "H", "H", "H", "H", "H", "H", "H", "H"],
  "coordinates": [[1.227, 0.754, 1.334], [1.008, -1.144, 0.157], [1.714, 1.693, 0.169], [-0.269, -0.405, 0.384], [-1.938, -0.563, -1.370], [-1.664, -0.922, 0.055], [-0.155, 0.528, 1.282], [1.875, -0.509, 1.089], [1.265, -2.246, -0.351], [1.300, 0.828, -1.365], [1.500, 1.217, 2.331], [1.196, 2.602, 0.149], [2.731, 1.982, 0.206], [-1.297, -1.158, -2.020], [-1.562, 0.430, -1.374], [-3.059, -0.651, -1.659], [-1.539, -1.993, 0.266], [-2.331, -0.442, 0.716]],
  "forces_ev_per_angstrom": [[1.7, 0.9, 1.2], [1.2, -1.1, 0.2], [-1.2, -1.4, -0.9], [-1.3, 0.0, 1.6], [-1.8, -0.9, -0.6], [2.5, -1.1, -0.2], [-0.5, -0.2, -1.2], [-0.4, -0.3, -0.5], [-0.7, 2.1, 1.0], [0.3, 0.3, -0.4], [0.1, -0.9, -0.9], [-1.1, 1.3, 0.4], [1.3, -0.4, 0.4], [-0.2, 0.0, -0.2], [-0.2, 1.2, -1.0], [1.9, 0.2, 0.3], [-0.8, 0.0, -0.2], [-0.7, 0.4, 0.9]],
  "lumo_ev": 3.82,
  "e_above_lowest_kcal_mol": 10.14,
  "multiplicity": 1,
  "charge": -1,
  "gap_ha": 0.2689,
  "smiles": "CCC1=N[C@H](C[S-])OC1=O",
  "e_homo_ev": -3.500
}

{
  "formula": "C6H8NO3S",
  "method": "ωB97M-V with the def2-TZVPD basis set",
  "species": ["C", "C", "C", "C", "C", "C", "N", "O", "O", "O", "S", "H", "H", "H", "H", "H", "H", "H", "H"],
  "coordinates": [[0.263, -0.456, -1.299], [0.476, -1.252, 1.745], [-0.674, -1.452, 1.578], [1.880, -1.110, 2.189], [-0.009, 2.153, -1.191], [-0.242, 0.702, -1.277], [0.959, -1.426, -1.493], [-2.237, 1.110, 0.309], [-2.609, 1.140, -2.128], [-2.333, -1.011, -0.945], [-2.074, 0.445, -0.973], [1.136, -1.977, -0.663], [-1.491, -1.594, 1.014], [2.275, -1.873, 2.748], [2.422, -1.024, 1.285], [2.136, -0.124, 2.780], [-0.031, 2.687, -2.267], [-0.782, 2.623, -0.649], [0.935, 2.439, -0.764]],
  "forces_ev_per_angstrom": [[2.1, 1.4, -0.2], [3.0, 0.2, 2.4], [0.5, -0.1, 0.2], [-1.1, 3.9, -0.3], [1.5, 1.3, -3.2], [-3.8, 0.5, 0.8], [0.5, -2.4, -0.6], [-0.5, -0.1, 0.1], [-0.8, 0.1, 0.0], [0.2, 1.1, 0.1], [1.0, -0.8, -0.7], [0.1, 0.0, 0.3], [-3.0, -0.3, -1.3], [0.6, -2.2, 1.3], [1.1, 0.1, -0.9], [-0.9, -1.7, -1.1], [0.0, -1.4, 2.1], [-0.8, 0.3, 0.7], [0.6, 0.0, 0.3]],
  "lumo_ev": 3.31,
  "e_above_lowest_kcal_mol": 79.95,
  "multiplicity": 1,
  "charge": -1,
  "gap_ha": 0.2965,
  "e_homo_ev": -4.757
}

{
  "formula": "C6H8NO3S",
  "method": "ωB97M-V with the def2-TZVPD basis set",
  "species": ["C", "C", "C", "C", "C", "C", "N", "O", "O", "O", "S", "H", "H", "H", "H", "H", "H", "H", "H"],
  "coordinates": [[-0.124, 1.183, -0.926], [0.427, -2.656, 1.758], [0.851, 1.715, -1.874], [-0.619, -1.067, -0.037], [-1.016, 2.187, -0.204], [0.420, -1.289, 1.107], [-0.318, -0.070, -0.837], [0.912, -2.807, 2.845], [-0.140, -3.682, 1.046], [-1.486, -1.877, -0.338], [2.026, 2.308, -0.622], [1.288, 0.845, -2.528], [0.477, 2.600, -2.372], [-0.188, 2.680, 0.286], [-1.688, 1.863, 0.476], [-1.497, 2.889, -0.790], [0.148, -0.525, 1.911], [1.338, -1.081, 0.692], [-0.810, -3.217, 0.408]],
  "forces_ev_per_angstrom": [[-2.1, -0.1, -0.5], [-0.7, -0.6, -0.5], [1.0, -1.2, -0.6], [1.5, 0.4, -0.3], [3.9, -0.2, -0.6], [-3.7, 0.6, 1.2], [0.6, 0.0, 0.1], [0.2, -0.4, 0.0], [-0.4, 1.6, 0.1], [-1.0, -1.5, 0.5], [1.1, 0.0, 0.3], [-1.0, 1.9, 0.9], [-0.1, -0.2, -0.7], [-0.3, 0.9, 0.7], [-2.0, -1.8, 2.1], [-0.8, 1.3, -1.8], [0.7, -0.9, -1.0], [2.2, 0.6, -0.6], [0.9, -0.5, 0.6]],
  "lumo_ev": 3.46,
  "e_above_lowest_kcal_mol": 0.00,
  "multiplicity": 1,
  "charge": -1,
  "gap_ha": 0.2634,
  "smiles": "C/C(C[S-])=N\\C(=O)CC(=O)O",
  "e_homo_ev": -3.711
}

{
  "formula": "C6H8NO6S2",
  "method": "ωB97M-V with the def2-TZVPD basis set",
  "species": ["C", "C", "C", "C", "C", "C", "N", "O", "O", "O", "O", "O", "O", "S", "S", "H", "H", "H", "H", "H", "H", "H", "H"],
  "coordinates": [[0.636, 1.206, -1.489], [1.669, 0.906, -0.632], [-0.814, -0.456, -0.281], [-0.635, 0.571, -1.470], [1.494, -0.409, 0.131], [-0.087, 0.129, 1.870], [0.200, -0.651, 0.687], [-3.117, 0.827, -2.294], [0.297, -3.136, 0.059], [-1.472, 2.260, -3.283], [-2.069, 2.427, -0.873], [-0.931, -2.488, 2.118], [1.470, -2.263, 2.095], [-1.969, 1.596, -2.108], [0.266, -2.394, 1.303], [0.666, 1.980, -2.255], [2.747, 1.352, -0.681], [-1.649, -0.973, -0.123], [1.733, -1.217, -0.445], [2.265, -0.385, 1.031], [-0.557, 1.046, 1.641], [-0.851, -0.307, 2.582], [0.707, 0.381, 2.417]],
  "forces_ev_per_angstrom": [[2.2, 0.9, 0.4], [-0.2, -0.4, -1.6], [2.1, 5.8, -7.0], [-0.4, -4.8, 6.3], [3.7, 3.7, 3.0], [-4.4, 0.3, 0.9], [-0.4, -0.3, 0.5], [-2.7, -2.5, -0.8], [0.2, 0.5, 0.9], [0.7, 0.2, -0.3], [0.5, -0.3, -1.6], [0.3, -0.1, -1.0], [-0.1, -0.5, -0.5], [1.0, 2.3, 2.9], [-0.4, -1.4, 1.0], [0.4, 0.2, 0.4], [-2.4, -0.8, 0.1], [-3.4, -1.7, 0.6], [0.7, -2.1, -1.8], [-1.7, -0.3, -1.8], [-0.4, 1.2, -1.0], [1.0, -0.3, -1.2], [3.6, 0.4, 1.9]],
  "lumo_ev": [2.18, 2.27],
  "e_above_lowest_kcal_mol": 70.25,
  "multiplicity": 1,
  "charge": -1,
  "gap_ha": [0.2861, 0.2832],
  "smiles": "C[N@@+]1(S(=O)(=O)[O-])C=C(S(=O)(=O)[O-])C=CC1",
  "e_homo_ev": [-5.610, -5.437]
}

{
  "formula": "C6H8NO9",
  "method": "ωB97M-V with the def2-TZVPD basis set",
  "species": ["N", "O", "O", "O", "C", "C", "O", "C", "O", "O", "H", "H", "H", "H", "C", "C", "O", "C", "O", "O", "H", "H", "H", "H"],
  "coordinates": [[-2.603, 0.244, 0.618], [-3.344, 1.180, 0.646], [-2.832, -0.717, -0.261], [-1.772, 0.051, 1.533], [1.040, -1.310, 1.662], [0.218, -2.382, 1.003], [0.977, -3.459, 0.996], [2.052, -3.326, 1.713], [2.886, -4.242, 1.946], [2.183, -2.053, 2.098], [0.527, -0.807, 2.314], [1.210, -0.609, 0.789], [-0.329, -1.910, 0.144], [-0.548, -2.621, 1.673], [0.029, 1.545, -1.012], [-0.885, 2.462, -1.627], [0.015, 3.270, -2.327], [1.122, 2.700, -2.485], [1.979, 3.101, -3.216], [1.293, 1.550, -1.748], [-0.431, 0.585, -0.951], [0.243, 1.873, 0.145], [-1.733, 2.987, -1.228], [-1.291, 1.890, -2.427]],
  "forces_ev_per_angstrom": [[-0.7, -4.5, -0.4], [-1.0, 2.6, -0.4], [1.3, 1.8, 1.2], [0.8, 0.1, -0.5], [2.5, -1.5, -6.1], [-3.9, 4.1, 0.8], [1.7, -4.4, -2.3], [4.2, -2.6, 0.8], [-3.0, 3.3, -0.6], [0.4, 0.7, 0.8], [-2.3, 2.6, 4.4], [1.1, -0.3, 1.3], [0.9, -1.5, -0.1], [-1.9, -0.1, 0.9], [1.9, -1.1, 6.5], [-1.0, -0.4, -2.8], [-2.5, 3.7, 0.1], [4.7, -1.6, -1.2], [0.5, 0.2, -0.3], [-2.8, 1.2, 0.1], [0.2, -1.0, 0.0], [-0.2, -0.8, -2.7], [0.3, 0.3, 1.1], [-1.2, -0.6, -0.8]],
  "lumo_ev": 3.00,
  "e_above_lowest_kcal_mol": 15.32,
  "multiplicity": 1,
  "charge": -1,
  "gap_ha": 0.3149,
  "e_homo_ev": -5.574
}

{
  "formula": "C6H8NS",
  "method": "ωB97M-V with the def2-TZVPD basis set",
  "species": ["C", "C", "C", "C", "C", "C", "N", "S", "H", "H", "H", "H", "H", "H", "H", "H"],
  "coordinates": [[0.527, -1.963, -0.212], [-0.162, -0.869, -0.558], [1.317, 0.625, -0.025], [2.226, -0.351, 0.169], [-1.617, -0.531, -0.789], [0.989, 2.097, -0.100], [1.877, -1.771, 0.069], [3.906, -0.019, 0.592], [0.355, -2.963, -0.503], [-1.522, 0.528, -0.620], [-2.058, -0.673, -1.739], [-2.267, -1.113, -0.047], [0.298, 2.365, 0.729], [1.798, 2.801, -0.003], [0.457, 2.256, -1.009], [2.475, -2.482, 0.466]],
  "forces_ev_per_angstrom": [[1.1, 1.3, -1.1], [1.7, 2.0, 1.2], [-2.8, -4.2, -1.2], [1.2, -0.2, 0.6], [0.9, -1.0, 2.1], [-0.4, -1.5, 1.4], [-0.6, 2.8, 0.0], [0.0, -0.1, 0.1], [-1.0, -1.2, 0.2], [-1.2, 0.6, 0.4], [-0.1, -0.4, -1.4], [0.6, 1.2, -0.7], [0.2, -0.2, -0.3], [0.8, -0.1, -0.2], [-0.4, 0.4, -0.9], [0.0, 0.5, -0.1]],
  "lumo_ev": 3.77,
  "e_above_lowest_kcal_mol": 75.29,
  "multiplicity": 1,
  "charge": -1,
  "gap_ha": 0.2271,
  "e_homo_ev": -2.413
}